[1]
Computed, not measured: 9 unconnected molecules or ions with the total composition C40H88N8O14P2 at a distorted geometry, with wB97M-V/def2-TZVPD.

Output
SMILES   CN(C)P(=O)(N(C)C)N(C)C.CN(C)P(=O)(N(C)C)N(C)C.COC[C@H](C)N.COC[C@H](C)N.O=C1CCCO1.O=C1CCCO1.O=C1CCCO1.O=C1CCCO1.O=C1CCCO1
Gap between HOMO and LUMO   8.3114 eV
E   -102067.2541 eV
E_HOMO   -8.20 eV
LUMO   0.11 eV
Maximum force   6.8 eV/Å
Charge   0

XYZ file:
```
152
Properties=species:S:1:pos:R:3:forces:R:3
C 0.666 31.014 3.270 -0.489 1.116 -0.799
N -0.034 31.764 4.330 -0.258 0.364 -0.859
C 0.410 31.370 5.663 -1.509 0.206 0.351
P -1.445 32.735 4.021 0.214 -0.660 1.182
O -2.112 32.516 2.701 0.508 -0.627 1.386
N -2.404 32.417 5.439 1.097 0.979 -1.455
C -3.476 31.428 5.267 -0.235 0.991 1.514
C -2.324 33.182 6.764 -0.248 -1.514 -2.606
N -0.960 34.330 4.155 0.008 -0.443 0.702
C -1.953 35.332 3.827 -1.286 0.033 -0.383
C 0.450 34.677 4.196 0.492 0.069 -0.017
H 0.315 30.013 3.018 -0.362 -0.195 0.749
H 1.740 30.941 3.442 0.060 0.142 0.341
H 0.560 31.571 2.339 0.037 0.080 -0.103
H 0.233 32.092 6.460 0.348 0.775 -0.386
H 1.465 31.097 5.651 -0.190 -0.182 0.029
H -0.273 30.599 6.022 0.572 -0.876 0.043
H -4.032 31.474 6.203 -0.225 -0.112 0.153
H -4.201 31.751 4.521 0.286 -0.521 -0.445
H -3.139 30.391 5.235 0.032 0.072 -0.668
H -3.354 33.490 6.942 0.212 0.168 0.585
H -1.938 32.446 7.470 -0.147 0.458 0.521
H -1.658 34.034 6.627 -0.075 -0.098 0.164
H -1.925 35.588 2.768 0.194 0.426 0.045
H -2.984 35.016 3.985 0.013 -1.300 -0.296
H -2.123 36.194 4.473 1.569 0.490 0.190
H 0.831 34.654 5.217 0.060 0.295 0.175
H 0.661 35.647 3.746 -0.391 0.177 0.176
H 1.096 33.996 3.642 -0.308 -0.261 -0.136
C -3.344 22.549 -2.852 0.822 2.732 -0.219
N -2.540 23.671 -3.540 -0.469 -0.749 1.876
C -1.777 23.281 -4.685 0.337 0.688 -1.574
P -2.683 25.364 -3.192 -1.730 -1.375 -0.976
O -1.437 26.148 -3.232 0.150 -0.118 -0.508
N -3.842 25.858 -4.394 1.706 0.131 1.148
C -5.073 25.118 -4.657 0.819 0.146 -0.925
C -3.511 26.788 -5.508 -0.444 0.653 1.231
N -3.425 25.382 -1.672 -0.790 -0.211 -1.394
C -4.514 26.398 -1.437 1.240 -1.467 1.050
C -2.487 25.012 -0.568 -0.888 0.386 -1.320
H -2.937 21.573 -3.116 -0.088 0.228 0.031
H -4.396 22.685 -3.104 -0.045 -0.532 -0.226
H -3.279 22.772 -1.787 0.027 -0.590 0.064
H -1.971 23.999 -5.481 -0.220 0.088 -0.431
H -2.023 22.308 -5.111 -0.399 -0.070 0.361
H -0.688 23.310 -4.655 0.237 -0.063 0.901
H -4.877 24.466 -5.508 -0.223 -0.190 -0.360
H -5.471 24.442 -3.900 0.225 0.611 0.498
H -5.776 25.885 -4.983 -0.567 -0.333 0.208
H -4.295 27.546 -5.504 -0.287 0.080 -0.277
H -2.611 27.382 -5.351 0.220 -0.553 0.362
H -3.471 26.373 -6.515 -0.003 -0.616 0.139
H -4.788 26.171 -0.407 -0.359 0.388 0.132
H -4.148 27.424 -1.479 -0.182 0.075 -0.259
H -5.392 26.193 -2.049 0.299 0.254 -0.178
H -1.934 24.142 -0.922 0.568 0.352 -0.085
H -3.009 24.609 0.300 -0.272 0.666 0.137
H -1.868 25.893 -0.398 0.298 -0.495 0.682
C 0.928 23.104 5.361 1.256 -0.505 0.775
O -0.285 23.152 6.036 -2.061 -0.260 1.985
C -0.399 22.753 7.471 0.668 0.511 -0.034
C 0.073 23.772 8.541 1.302 -1.524 0.189
C -0.229 23.366 9.986 0.232 -0.171 0.252
N -0.451 25.047 8.307 -0.932 1.914 -0.168
H 0.819 23.012 4.280 -0.573 0.245 0.035
H 1.499 22.222 5.650 0.246 -0.164 0.143
H 1.533 23.980 5.596 0.196 0.196 -0.128
H -1.440 22.592 7.751 -0.412 0.219 -0.957
H 0.060 21.787 7.681 0.501 -0.031 -0.401
H 1.155 23.838 8.646 0.660 -0.350 -1.001
H 0.121 24.154 10.652 -0.497 0.655 -0.198
H 0.468 22.612 10.352 -0.461 -0.872 -0.397
H -1.281 23.164 10.185 0.082 -0.177 0.088
H -0.524 25.319 7.337 0.147 -0.159 -0.154
H 0.163 25.694 8.781 -0.341 0.504 -0.096
C -1.627 28.002 5.676 -0.899 2.532 0.535
O -1.957 27.354 4.508 2.169 -2.256 -0.271
C -1.716 25.940 4.653 -3.413 -0.361 -0.754
C -2.078 25.367 3.278 1.463 -3.740 -0.491
C -2.292 23.763 3.117 -0.528 0.978 0.665
N -0.889 25.528 2.474 -0.770 0.851 -1.362
H -1.593 29.043 5.355 -0.104 0.315 0.340
H -0.686 27.897 6.215 0.376 -1.054 -0.488
H -2.462 27.899 6.369 0.013 -0.052 0.491
H -0.745 25.576 4.990 0.286 0.607 -0.164
H -2.478 25.592 5.350 0.003 -0.193 0.653
H -2.961 25.741 2.761 0.081 0.707 0.664
H -2.808 23.606 2.170 -0.509 0.093 0.215
H -2.827 23.313 3.954 -0.222 0.003 -0.120
H -1.415 23.136 2.956 0.645 0.491 0.459
H -0.296 24.738 2.681 0.706 0.817 0.059
H -0.569 26.461 2.690 1.192 -0.204 -0.215
O 1.945 19.139 5.667 0.927 0.345 0.585
C 0.849 19.429 5.274 3.731 -1.029 0.299
C -0.350 19.265 6.003 -1.948 0.295 1.299
C -1.381 19.908 5.119 -0.972 -0.303 -0.553
C -0.769 19.669 3.741 0.073 -0.631 0.613
O 0.673 19.734 4.022 -1.678 0.976 -2.853
H -0.488 18.184 5.970 -0.251 -0.166 0.452
H -0.252 19.616 7.030 -0.151 -0.186 -0.120
H -2.269 19.287 5.235 -0.556 0.771 -0.227
H -1.539 20.982 5.221 -0.106 -0.126 0.612
H -1.012 18.646 3.453 0.286 -0.130 -0.294
H -1.119 20.323 2.942 0.600 0.256 0.186
O -6.294 29.024 2.179 2.343 0.386 -0.450
C -5.094 29.120 1.968 -1.751 -0.954 0.940
C -3.919 28.362 2.659 -1.120 1.871 -1.301
C -2.772 29.206 2.135 2.058 -1.848 0.948
C -3.193 29.819 0.827 0.644 0.091 1.041
O -4.598 29.943 1.018 -0.541 0.602 -1.010
H -3.995 28.350 3.746 -0.245 -0.353 -0.382
H -3.817 27.394 2.168 -0.491 -0.183 0.483
H -2.372 29.909 2.866 -0.385 0.348 -0.188
H -1.995 28.449 2.027 0.667 0.381 -0.362
H -2.644 30.755 0.723 -0.816 0.535 0.027
H -2.913 29.258 -0.064 -0.543 -0.533 -0.020
O 1.938 31.227 -0.243 -0.517 -4.051 -0.035
C 1.623 30.021 -0.310 0.805 2.718 -1.354
C 0.346 29.369 0.145 0.746 -0.816 0.927
C 0.715 27.881 0.003 -2.562 -0.529 0.398
C 1.717 27.778 -1.090 0.049 0.658 0.523
O 2.350 29.086 -1.056 0.178 0.975 0.579
H 0.108 29.568 1.189 0.140 0.322 -0.250
H -0.485 29.762 -0.441 0.087 -0.280 -0.312
H 1.042 27.433 0.941 0.390 0.470 0.090
H -0.171 27.288 -0.228 -0.098 -0.048 -0.176
H 2.394 26.972 -0.807 0.540 0.339 -0.538
H 1.269 27.600 -2.068 0.166 0.133 -0.034
O -7.528 26.842 3.908 2.460 -5.974 -0.659
C -7.067 25.658 3.719 -3.450 5.864 -0.198
C -6.824 24.540 4.753 0.639 0.717 -1.901
C -5.876 23.726 3.873 -0.464 -2.306 -0.208
C -6.375 23.917 2.363 -0.204 -0.698 1.806
O -6.886 25.228 2.374 0.269 1.358 2.129
H -6.418 24.835 5.721 0.155 0.503 -0.409
H -7.737 23.994 4.989 -0.215 0.141 -0.444
H -4.827 23.915 4.099 -0.126 0.478 -0.558
H -6.036 22.696 4.189 0.328 -0.369 -0.383
H -5.699 23.686 1.541 0.671 0.746 0.320
H -7.227 23.290 2.100 -0.153 -0.506 0.578
O 1.428 27.524 3.545 -1.731 0.103 -1.324
C 2.306 27.686 4.309 1.276 0.117 1.360
C 3.760 27.673 4.097 0.467 -0.527 -2.618
C 4.303 27.135 5.333 2.224 -0.409 2.542
C 3.356 27.697 6.398 -0.599 -0.300 -0.854
O 2.138 27.732 5.631 -1.933 0.490 1.286
H 3.903 27.001 3.251 0.411 0.336 -0.242
H 4.236 28.637 3.915 -0.486 0.154 -0.365
H 4.389 26.058 5.474 -0.489 -0.141 -0.552
H 5.338 27.471 5.398 0.034 0.100 0.583
H 3.089 27.024 7.214 0.594 0.138 0.136
H 3.570 28.705 6.752 0.156 -0.056 0.037
```
Forces are in eV/Å.

[2]
Computed, not measured: 11 unconnected molecules or ions with the total composition C40H90Br2NO13P2 at a distorted geometry, with wB97M-V/def2-TZVPD.

Output
Gap between HOMO and LUMO   6.5518 eV
E   -229690.4727 eV
E_HOMO   -11.43 eV
LUMO   -4.87 eV
Maximum force   9.5 eV/Å
Charge   +1

XYZ file:
```
148
Properties=species:S:1:pos:R:3:forces:R:3
C -0.770 -1.286 4.158 -5.030 -1.374 -7.980
C -1.546 -1.447 2.978 3.273 -0.688 7.065
C -2.675 -2.098 1.931 -0.838 -0.965 -1.138
C -4.274 -1.658 1.955 1.253 -1.611 -1.062
C -4.670 -0.484 3.061 0.706 3.777 -2.798
Br -5.298 -0.910 4.921 0.846 0.284 -2.427
C -4.505 0.939 2.560 0.088 -4.252 0.448
C -4.010 1.182 0.983 -0.574 -0.523 0.131
Br -4.879 2.532 3.771 0.437 -2.254 -1.699
C -5.318 -2.354 0.899 5.036 -1.267 0.140
C -4.677 -3.490 -0.135 0.914 2.468 2.865
N -3.181 -3.820 -0.110 -1.739 2.607 2.389
C -2.171 -3.214 0.840 -3.185 2.622 0.247
P -0.281 -3.637 0.865 -0.732 -1.164 0.967
P 0.860 -1.783 0.442 0.375 7.032 -1.840
O -0.059 -0.509 0.265 2.355 -4.370 0.819
O 1.996 -1.407 1.730 -2.284 -0.701 -1.787
O 1.820 -1.931 -1.020 -1.679 0.935 2.679
H -0.013 -1.137 5.067 -2.086 -0.205 -2.641
H -4.875 0.775 0.278 1.788 1.093 1.503
H -3.050 0.532 0.713 -1.911 1.488 0.935
H -3.812 2.310 0.736 -0.460 -2.289 0.739
H -6.448 -2.040 0.904 2.515 -0.855 -0.147
H -5.412 -4.029 -0.896 2.224 1.015 1.721
H -2.814 -4.531 -0.801 -0.837 1.028 0.857
H 0.006 -4.523 -0.248 -0.495 0.928 0.229
H 1.633 -0.652 2.294 0.177 -1.326 -1.277
H 1.780 -1.008 -1.454 -0.056 -1.376 0.816
C -4.337 2.459 -3.912 0.188 0.292 0.062
C -4.293 1.205 -3.054 -0.332 0.051 -0.603
C -4.470 -0.049 -3.896 0.152 -0.282 0.025
O -5.327 1.266 -2.075 -0.273 -0.091 0.333
H -5.302 2.552 -4.422 0.093 -0.142 -0.024
H -4.221 3.354 -3.291 0.060 -0.164 -0.079
H -3.543 2.450 -4.665 -0.119 0.027 0.064
H -3.338 1.157 -2.519 -0.224 0.013 0.125
H -5.440 -0.045 -4.405 0.111 0.129 -0.029
H -4.449 -0.943 -3.264 0.083 0.106 -0.046
H -3.680 -0.134 -4.649 -0.123 -0.019 0.062
H -6.179 1.308 -2.540 0.384 0.032 0.155
C 4.095 0.877 -3.789 0.164 -0.281 0.019
C 2.604 1.010 -4.055 0.480 0.566 -0.144
C 2.296 2.254 -4.873 -0.257 0.066 -0.147
O 1.907 1.077 -2.814 -0.234 -0.303 0.541
H 4.469 1.734 -3.219 -0.078 0.047 -0.158
H 4.300 -0.016 -3.189 -0.024 0.039 -0.134
H 4.658 0.808 -4.725 -0.026 0.024 0.135
H 2.244 0.122 -4.586 -0.100 0.056 0.249
H 2.606 3.160 -4.340 0.097 -0.112 -0.018
H 1.218 2.344 -5.046 0.152 -0.084 -0.030
H 2.805 2.226 -5.841 -0.051 0.010 0.100
H 2.220 1.862 -2.335 -0.136 -0.281 -0.258
C 4.095 -4.823 -3.674 0.187 -0.312 0.015
C 2.604 -4.690 -3.940 0.366 0.510 0.113
C 2.296 -3.446 -4.758 -0.257 0.038 -0.263
O 1.907 -4.623 -2.698 -0.274 -0.058 0.325
H 4.469 -3.966 -3.103 -0.085 0.041 -0.139
H 4.300 -5.716 -3.074 -0.060 0.089 -0.152
H 4.658 -4.892 -4.610 -0.024 0.025 0.124
H 2.244 -5.578 -4.470 -0.072 0.090 0.232
H 2.606 -2.540 -4.225 0.129 -0.107 -0.001
H 1.218 -3.356 -4.930 0.143 -0.076 -0.024
H 2.805 -3.474 -5.726 -0.055 0.051 0.102
H 2.220 -3.838 -2.220 -0.101 -0.197 -0.220
C 2.793 -4.420 4.254 -0.282 0.003 0.219
C 3.192 -5.352 3.121 0.436 0.451 0.287
C 4.699 -5.550 3.071 0.159 -0.294 -0.123
O 2.746 -4.807 1.882 -0.310 0.222 -0.520
H 3.241 -3.428 4.122 0.114 -0.128 -0.016
H 1.708 -4.276 4.270 0.099 -0.100 0.010
H 3.109 -4.819 5.223 -0.034 0.081 -0.098
H 2.697 -6.321 3.250 -0.031 0.174 -0.221
H 5.214 -4.599 2.897 -0.107 -0.009 0.136
H 4.972 -6.214 2.243 -0.083 0.039 0.166
H 5.071 -5.983 4.005 -0.012 0.073 -0.117
H 3.180 -3.947 1.759 -0.049 -0.340 0.162
C 5.595 5.419 -4.986 0.094 -0.372 -0.007
C 4.104 5.553 -5.251 0.484 0.635 0.020
C 3.796 6.797 -6.069 -0.292 0.017 -0.249
O 3.407 5.619 -4.010 -0.228 -0.099 0.336
H 5.969 6.276 -4.415 -0.063 -0.006 -0.141
H 5.800 4.526 -4.386 -0.001 0.136 -0.117
H 6.158 5.350 -5.921 -0.017 0.038 0.121
H 3.744 4.665 -5.782 -0.087 0.100 0.233
H 4.106 7.703 -5.537 0.122 -0.122 -0.030
H 2.718 6.886 -6.242 0.153 -0.071 -0.022
H 4.305 6.769 -7.037 -0.050 0.052 0.111
H 3.720 6.405 -3.531 -0.108 -0.334 -0.258
C -0.737 4.950 4.555 0.275 0.311 -0.021
C -0.693 3.696 5.413 -0.472 0.085 -0.527
C -0.870 2.442 4.571 0.210 -0.343 -0.068
O -1.727 3.757 6.392 -0.162 -0.058 0.253
H -1.702 5.043 4.045 0.038 -0.148 -0.012
H -0.621 5.845 5.175 0.029 -0.166 -0.047
H 0.057 4.941 3.801 -0.107 -0.015 0.071
H 0.262 3.649 5.947 -0.240 0.021 0.111
H -1.840 2.446 4.061 0.091 0.105 0.008
H -0.849 1.548 5.203 0.007 0.117 0.005
H -0.080 2.358 3.818 -0.085 0.049 0.068
H -2.579 3.799 5.926 0.416 -0.014 0.157
C 8.564 6.863 -0.888 0.214 0.288 -0.136
C 7.350 6.291 -1.602 0.238 -0.333 0.614
C 6.238 5.955 -0.621 -0.371 0.063 -0.056
O 7.729 5.112 -2.307 0.001 -0.212 -0.169
H 8.976 6.140 -0.174 -0.165 0.039 0.015
H 9.361 7.088 -1.604 -0.176 0.016 0.078
H 8.309 7.780 -0.348 0.068 -0.103 -0.022
H 6.984 7.011 -2.341 0.099 -0.233 -0.057
H 6.567 5.201 0.102 0.098 0.138 -0.011
H 5.375 5.533 -1.147 0.084 0.101 0.008
H 5.913 6.845 -0.073 0.020 -0.115 -0.002
H 8.055 4.466 -1.658 -0.120 0.334 -0.258
C 4.138 4.101 2.042 0.128 0.332 0.041
C 3.317 3.357 3.082 0.142 -0.255 -0.574
C 3.677 1.880 3.120 0.030 -0.212 0.260
O 1.931 3.497 2.779 -0.269 -0.024 -0.008
H 3.954 3.703 1.038 0.050 -0.112 0.097
H 3.860 5.160 2.017 0.071 -0.157 0.080
H 5.209 4.026 2.257 -0.101 0.015 -0.066
H 3.482 3.802 4.070 -0.242 -0.019 -0.135
H 3.476 1.403 2.155 0.122 0.133 -0.056
H 3.069 1.355 3.865 0.105 0.119 0.029
H 4.734 1.738 3.367 -0.128 -0.052 -0.049
H 1.775 3.105 1.904 0.097 0.192 0.326
C -9.907 -0.818 3.518 -0.154 -0.109 -0.337
C -10.233 -1.283 4.929 0.489 0.458 -0.006
C -10.233 -0.122 5.909 -0.234 0.048 0.272
O -9.270 -2.250 5.341 0.165 -0.247 0.022
H -8.910 -0.365 3.476 -0.072 0.097 0.138
H -9.898 -1.666 2.826 -0.105 0.078 0.108
H -10.639 -0.085 3.166 0.116 -0.056 -0.001
H -11.213 -1.773 4.938 0.250 -0.113 0.060
H -9.247 0.356 5.951 -0.059 -0.007 -0.155
H -10.457 -0.473 6.922 -0.040 0.025 -0.190
H -10.974 0.632 5.628 0.105 -0.041 0.058
H -8.397 -1.824 5.336 -0.399 -0.119 -0.003
C -4.920 -8.478 -0.055 -0.330 0.103 0.042
C -4.156 -8.014 -1.285 0.200 -0.780 0.386
C -2.955 -8.904 -1.561 0.139 -0.009 -0.338
O -3.714 -6.673 -1.089 0.264 1.013 0.143
H -4.285 -8.442 0.837 0.060 -0.110 -0.122
H -5.774 -7.821 0.138 0.060 -0.137 -0.087
H -5.287 -9.501 -0.182 0.061 0.148 0.052
H -4.822 -8.015 -2.155 0.153 0.258 0.117
H -2.250 -8.883 -0.722 -0.160 -0.061 0.046
H -2.408 -8.551 -2.441 -0.144 -0.088 0.075
H -3.263 -9.941 -1.732 0.073 0.142 0.047
H -3.122 -6.662 -0.319 -0.307 -0.376 -0.221
```
Forces are in eV/Å.